[1]
This record from OMol25 describes 2 unconnected molecules or ions with the total composition C6H12O6. The level of theory is ωB97M-V/def2-TZVPD.

Last column: Löwdin charge in e.
Element x y z (Å)
1 O 1.5031 -1.1059 1.2427  -0.047
2 O 0.0000 0.0000 0.0000  -0.061
3 O 0.2342 -2.1946 -0.2561  -0.048
4 C 1.2730 0.0923 0.5923  -0.226
5 C 1.5121 -2.1249 0.3427  -0.257
6 C -0.0669 -0.9902 -0.9568  -0.221
7 H 2.0764 0.4012 -0.1038  0.145
8 H 1.2190 0.8472 1.4002  0.150
9 H 1.6656 -3.0374 0.9504  0.150
10 H 2.3727 -2.0313 -0.3473  0.131
11 H -1.0926 -1.0403 -1.3701  0.148
12 H 0.6176 -0.7272 -1.7860  0.139
13 O 4.8691 -4.5136 -1.5934  -0.038
14 O 6.1273 -3.6801 -3.2702  -0.070
15 O 5.3747 -2.1951 -1.6242  -0.034
16 C 6.0217 -4.7846 -2.3792  -0.203
17 C 5.1920 -3.3688 -0.9007  -0.278
18 C 6.3129 -2.4279 -2.5646  -0.239
19 H 5.8962 -5.7215 -2.9554  0.146
20 H 6.9446 -4.8818 -1.7756  0.137
21 H 6.0299 -3.4274 -0.1796  0.150
22 H 4.2480 -3.4137 -0.3241  0.138
23 H 7.3005 -2.4685 -2.0663  0.137
24 H 6.3297 -1.5805 -3.2766  0.151

Output
Calculated total energy ... -18698.4405 eV
Kohn-Sham gap ... 11.40 eV
E_HOMO ... -10.603 eV
Molar mass ... 180.2 u
Relative energy (zero: lowest compared OMol25 entry of this formula, charge and spin) ... 2.6544 eV
SMILES string ... C1OCOCO1.C1OCOCO1
E_LUMO ... 0.79 eV
Largest force on an atom ... 4.1 eV/Å



[2]
This record from OMol25 describes 2 unconnected molecules or ions with the total composition C6H12S4. The level of theory is ωB97M-V/def2-TZVPD.

Last column: Löwdin charge in e.
Element x y z (Å)
1 S 1.3313 -0.2122 0.9482  0.808
2 S -0.0566 1.3073 2.9959  0.802
3 C -0.1359 -0.1423 1.9954  -0.820
4 C 2.4218 0.4321 2.2122  -0.554
5 C 1.7029 1.6413 2.7140  -0.582
6 H -0.0916 -1.0267 2.6597  0.038
7 H -1.0667 -0.2144 1.4006  0.047
8 H 3.3850 0.7631 1.7784  0.092
9 H 2.6413 -0.3589 2.9549  0.088
10 H 1.7479 2.4541 1.9638  0.076
11 H 2.1188 2.0345 3.6616  0.081
12 S -1.7865 -2.1088 -2.6471  0.824
13 S -2.0407 0.7910 -2.6138  0.802
14 C -2.8458 -0.7598 -2.4628  -0.914
15 C -0.3493 -1.2648 -1.9620  -0.547
16 C -0.3614 0.2020 -2.4254  -0.551
17 H -3.3332 -0.6923 -1.4712  0.035
18 H -3.6444 -0.8278 -3.2264  0.045
19 H 0.4850 -1.8931 -2.3287  0.079
20 H -0.3462 -1.3132 -0.8561  0.024
21 H -0.0277 0.2963 -3.4767  0.063
22 H 0.2517 0.8921 -1.8144  0.064

Output
Calculated total energy ... -49757.0307 eV
Kohn-Sham gap ... 8.93 eV
E_HOMO ... -8.348 eV
Molar mass ... 212.4 u
Relative energy (zero: lowest compared OMol25 entry of this formula, charge and spin) ... 0.6705 eV
SMILES string ... C1CSCS1.C1CSCS1
E_LUMO ... 0.58 eV
Largest force on an atom ... 2.9 eV/Å



[3]
This record from OMol25 describes C6H12Si in the gas phase. The level of theory is ωB97M-V/def2-TZVPD.

Last column: Löwdin charge in e.
Element x y z (Å)
1 C -0.6937 -2.0928 0.1584  -0.222
2 C -1.7076 -1.4064 -0.4013  -0.123
3 C 0.6675 -1.4156 0.3757  -0.216
4 C 0.8906 0.2083 0.2323  -0.385
5 C 2.2066 0.5006 -0.5493  -0.126
6 C -1.9910 1.5245 0.4556  -0.260
7 Si -0.8851 0.3758 -0.4990  0.631
8 H -0.6118 -3.0885 0.3672  0.060
9 H -2.6835 -1.8833 -0.7058  0.070
10 H 0.8490 -1.8357 1.4206  0.118
11 H 1.4414 -1.6829 -0.4021  0.110
12 H 0.8691 0.7526 1.1356  0.065
13 H 2.3926 1.5811 -0.3393  0.085
14 H 3.1056 -0.0426 -0.2045  0.077
15 H 2.0089 0.1966 -1.5347  0.041
16 H -1.7871 2.6632 0.3140  0.054
17 H -3.0879 1.4263 0.3378  0.022
18 H -1.9558 1.5417 1.5670  0.026
19 H -0.5876 1.0365 -1.7464  -0.026

Output
Calculated total energy ... -14292.0719 eV
Kohn-Sham gap ... 10.38 eV
E_HOMO ... -9.282 eV
Molar mass ... 112.2 u
Relative energy (zero: lowest compared OMol25 entry of this formula, charge and spin) ... 2.0937 eV
SMILES string ... C[C@@H]1CC=C[Si@H]1C
E_LUMO ... 1.10 eV
Largest force on an atom ... 4.1 eV/Å



What is the formula in the second record?
C6H12S4



What is the relative energy (zero: lowest compared OMol25 entry of this formula, charge and spin) in the third record?
2.0937 eV



Which of these has the highest E_HOMO?
C6H12S4



What did the third record say?
This record from OMol25 describes C6H12Si in the gas phase. The level of theory is ωB97M-V/def2-TZVPD.

Last column: Löwdin charge in e.
Element x y z (Å)
1 C -0.6937 -2.0928 0.1584  -0.222
2 C -1.7076 -1.4064 -0.4013  -0.123
3 C 0.6675 -1.4156 0.3757  -0.216
4 C 0.8906 0.2083 0.2323  -0.385
5 C 2.2066 0.5006 -0.5493  -0.126
6 C -1.9910 1.5245 0.4556  -0.260
7 Si -0.8851 0.3758 -0.4990  0.631
8 H -0.6118 -3.0885 0.3672  0.060
9 H -2.6835 -1.8833 -0.7058  0.070
10 H 0.8490 -1.8357 1.4206  0.118
11 H 1.4414 -1.6829 -0.4021  0.110
12 H 0.8691 0.7526 1.1356  0.065
13 H 2.3926 1.5811 -0.3393  0.085
14 H 3.1056 -0.0426 -0.2045  0.077
15 H 2.0089 0.1966 -1.5347  0.041
16 H -1.7871 2.6632 0.3140  0.054
17 H -3.0879 1.4263 0.3378  0.022
18 H -1.9558 1.5417 1.5670  0.026
19 H -0.5876 1.0365 -1.7464  -0.026

Output
Calculated total energy ... -14292.0719 eV
Kohn-Sham gap ... 10.38 eV
E_HOMO ... -9.282 eV
Molar mass ... 112.2 u
Relative energy (zero: lowest compared OMol25 entry of this formula, charge and spin) ... 2.0937 eV
SMILES string ... C[C@@H]1CC=C[Si@H]1C
E_LUMO ... 1.10 eV
Largest force on an atom ... 4.1 eV/Å